## one
A cluster of 2 separate species, C4H4 in total. Source: the Open Molecules 2025 dataset; level of theory: ωB97M-V/def2-TZVPD.

Orbital gap, eV: 12.06
HOMO level, hartree: -0.3999
SMILES string: C#C.C#C

Element x y z (Å)
C1 0.9145 2.8163 0.7316
C2 0.2327 1.8831 0.8727
C3 -1.1066 -2.4381 -1.1071
C4 -0.2407 -2.1016 -0.3787
H1 1.5494 3.7556 0.6071
H2 -0.0674 0.8222 0.8402
H3 -1.7907 -2.9062 -1.8842
H4 0.5089 -1.8313 0.3185

Results of the Mulliken charge analysis, in e, for atoms 1 through 2:
1. C -0.383
2. C -0.120

---

## two
The molecule C4H4. Source: the Open Molecules 2025 dataset; level of theory: ωB97M-V/def2-TZVPD.

Orbital gap (alpha / beta), eV: 7.90 / 7.90
HOMO level (alpha / beta), hartree: -0.2652 / -0.2651
SMILES string: C=C1C=C1

Element x y z (Å)
C1 1.2645 0.7661 -0.0437
C2 1.2152 -0.5853 0.0707
C3 -0.0336 -0.0440 -0.0681
C4 -1.7280 -0.0484 0.0393
H1 2.0381 1.5223 -0.1072
H2 1.7322 -1.4788 0.3150
H3 -2.2376 -0.8972 0.0974
H4 -2.2507 0.7653 -0.3034

Results of the Mulliken charge analysis, in e, for atoms 1 through 2:
1. C -0.282
2. C -0.157

---

Comparing the structures above, one comes out on top by 0.0471 hartree.